w) This record from OMol25 describes a 3-piece molecular cluster, CH3F3OP overall. The level of theory is wB97M-V/def2-TZVPD.

The geometry in ORCA input format:
```
! RIJCOSX wB97M-V def2-TZVPD def2/J DEFGRID3
* xyz 1 1
C -0.92574 -0.61747 0.60792
O -0.97223 -1.55920 0.05763
F 2.03157 -1.21065 -0.17108
F 1.44474 0.90539 0.72806
F 0.56071 0.32701 -1.21183
P 2.09925 0.34923 -0.65880
H -1.74652 0.66770 -0.10669
H -0.34710 0.04166 1.31901
H -2.14468 1.09632 -0.56419
*
```

E_LUMO	-7.080	eV
HOMO-LUMO gap	9.8287	eV



x) This record from OMol25 describes a 4-piece molecular cluster, CH3F3OP overall. The level of theory is wB97M-V/def2-TZVPD.

The geometry in ORCA input format:
```
! RIJCOSX wB97M-V def2-TZVPD def2/J DEFGRID3
* xyz 1 1
C -0.98016 -0.76276 0.25949
O -0.89423 -1.64081 -0.37328
F 0.78681 1.52234 -0.13064
F 1.72973 -0.43619 -1.23796
F 1.66650 -0.13697 1.07609
P 2.21123 0.71005 -0.21671
H -2.22156 0.25385 -0.02796
H -0.59092 -0.25265 1.21186
H -1.70741 0.74314 -0.56088
*
```

E_LUMO	-6.423	eV
HOMO-LUMO gap	10.1703	eV



w) wins, 24.4 kJ/mol ahead of the next structure.



w) This record from OMol25 describes a 2-piece molecular cluster, C6H12 overall. The level of theory is wB97M-V/def2-TZVPD.

The geometry in ORCA input format:
```
! RIJCOSX wB97M-V def2-TZVPD def2/J DEFGRID3
* xyz 0 1
C 0.30924 2.09336 -0.20057
C -0.01629 1.29809 -1.21577
C -1.15656 0.31912 -1.20993
C -0.69128 -1.11866 -1.45450
H 1.14991 2.78034 -0.25495
H -0.25827 2.08205 0.72845
H 0.57908 1.33105 -2.13051
H -1.68415 0.38185 -0.25039
H -1.87827 0.60184 -1.98890
H -0.00723 -1.43809 -0.66107
H -0.16643 -1.20840 -2.41311
H -1.53983 -1.81081 -1.47244
C 0.54240 -1.43636 2.20658
C 1.24714 -0.33632 1.97070
H -0.13784 -1.51631 3.05033
H 0.61532 -2.30777 1.56140
H 1.17474 0.53586 2.61405
H 1.91833 -0.25083 1.12063
*
```

SMILES	C=CCC.C=C
E_LUMO	1.232	eV
HOMO-LUMO gap	10.7441	eV



x) This record from OMol25 describes C6H12 as an isolated structure. The level of theory is wB97M-V/def2-TZVPD.

The geometry in ORCA input format:
```
! RIJCOSX wB97M-V def2-TZVPD def2/J DEFGRID3
* xyz 0 1
C -1.42642 -1.05311 0.55398
C -0.23300 -0.25919 0.14953
C -1.08657 1.37946 -0.60849
C 0.88725 0.14503 1.09709
C 1.97859 -0.07344 0.04130
C 0.85163 -0.66676 -0.85816
H -2.09961 -1.13592 -0.30008
H -1.12840 -2.05131 0.89194
H -1.96212 -0.56317 1.37813
H -1.56595 1.01169 -1.52056
H -0.39613 2.21048 -0.89708
H -1.85959 1.80878 0.06260
H 0.22453 1.00510 0.66927
H 0.93648 0.19909 2.18515
H 2.80740 -0.76282 0.25727
H 2.41635 0.86160 -0.33833
H 0.92106 -1.75891 -0.91752
H 0.72023 -0.24972 -1.85802
*
```

E_LUMO	1.020	eV
HOMO-LUMO gap	8.8923	eV



w) wins, 267.8 kJ/mol ahead of the next structure.



w) This record from OMol25 describes a 2-piece molecular cluster, C3H11NOS2 overall. The level of theory is wB97M-V/def2-TZVPD.

The geometry in ORCA input format:
```
! RIJCOSX wB97M-V def2-TZVPD def2/J DEFGRID3
* xyz 0 1
C -0.59935 2.93149 1.64088
S 0.29862 1.40373 1.29305
S -0.24983 1.18201 -0.69094
C -0.85623 -0.52576 -0.77866
C -0.25256 -1.52300 0.21130
N -0.63284 -2.90650 -0.03515
H -0.12673 3.35334 2.52268
H -0.56635 3.61739 0.79524
H -1.67180 2.76258 1.76908
H -0.72948 -0.91354 -1.78635
H -1.93775 -0.46333 -0.63430
H -0.59624 -1.25875 1.21200
H 0.80139 -1.44293 0.20515
H -1.53983 -2.95429 -0.47966
H -0.07392 -3.31443 -0.78394
O 2.98339 -0.30488 -1.26566
H 3.44686 -0.01242 -2.05233
H 2.30264 0.36928 -1.14239
*
```

SMILES	CSSCCN.O
E_LUMO	0.584	eV
HOMO-LUMO gap	8.9990	eV



x) This record from OMol25 describes a 2-piece molecular cluster, C3H11NOS2 overall. The level of theory is wB97M-V/def2-TZVPD.

The geometry in ORCA input format:
```
! RIJCOSX wB97M-V def2-TZVPD def2/J DEFGRID3
* xyz 0 1
C 2.22865 -0.94183 2.13891
S 1.10511 0.23737 1.36237
S 0.08490 -1.08720 0.15223
C -0.56003 0.13058 -1.00823
C -1.84617 -0.34362 -1.72246
N -2.12828 -1.76791 -1.72931
H 2.35225 -1.80046 1.47661
H 3.16875 -0.43536 2.31706
H 1.88324 -1.30700 3.09809
H 0.21072 0.38407 -1.73143
H -0.77332 1.05428 -0.48561
H -1.78227 0.02564 -2.74423
H -2.70355 0.16747 -1.27603
H -1.33927 -2.36772 -1.89639
H -2.69942 -2.06768 -0.95903
O -0.35206 3.91722 -0.52343
H -0.75966 4.31015 0.26077
H -0.99709 4.02419 -1.22772
*
```

SMILES	CSSCCN.O
E_LUMO	0.598	eV
HOMO-LUMO gap	8.2522	eV



w) wins, 26.3 kJ/mol ahead of the next structure.



w) This record from OMol25 describes a 3-piece molecular cluster, C3H13NO3 overall. The level of theory is wB97M-V/def2-TZVPD.

The geometry in ORCA input format:
```
! RIJCOSX wB97M-V def2-TZVPD def2/J DEFGRID3
* xyz 0 1
N 0.36537 -2.33942 0.78525
C 0.98154 -1.05420 1.13461
C 0.04142 -0.03321 0.44182
C 0.74150 1.30369 0.33370
O -0.12143 2.34956 -0.15528
H 0.70283 -3.07982 1.40043
H -0.62844 -2.46190 0.97694
H 1.97787 -0.84940 0.69633
H 1.05969 -0.79529 2.19513
H -0.28710 -0.25921 -0.56075
H -0.80158 0.02499 1.10745
H 1.05728 1.72393 1.30715
H 1.61157 1.36058 -0.31969
H -1.06092 2.49218 -0.29345
O -1.77799 4.25270 -1.31411
H -1.32780 4.10701 -2.14358
H -1.09762 4.05854 -0.65490
O -0.59996 -4.01350 -1.59758
H -0.28386 -3.51804 -2.36758
H -0.55236 -3.26920 -0.97189
*
```

SMILES	NCCCO.O.O
E_LUMO	0.682	eV
HOMO-LUMO gap	10.7836	eV



x) This record from OMol25 describes a 3-piece molecular cluster, C3H13NO3 overall. The level of theory is wB97M-V/def2-TZVPD.

The geometry in ORCA input format:
```
! RIJCOSX wB97M-V def2-TZVPD def2/J DEFGRID3
* xyz 0 1
C -1.32706 -0.64095 2.14129
N -0.67707 -0.34018 0.91856
C 0.80490 -0.14116 1.10344
C 1.50624 -0.88596 -0.02404
O 1.01651 -0.61697 -1.34243
H -1.44023 0.09656 2.99628
H -0.89284 -1.52007 2.65888
H -2.34809 -1.00208 1.95558
H -0.93396 0.49888 0.39197
H 1.01666 0.93249 1.03444
H 1.12748 -0.68607 1.99039
H 2.54964 -0.58929 0.05736
H 1.47728 -1.95889 0.21028
H 0.21878 -1.15811 -1.33210
O 0.65522 1.46042 -2.87833
H 0.88363 0.64272 -2.37774
H 1.39888 2.01681 -3.09565
O -1.64901 1.42733 -1.15758
H -0.89076 1.30134 -1.74864
H -2.49620 1.16318 -1.50196
*
```

SMILES	CNCCO.O.O
E_LUMO	0.836	eV
HOMO-LUMO gap	9.6027	eV



x) wins, 48.3 kJ/mol ahead of the next structure.